The following is a DFT calculation (ωB97M-V/def2-TZVPD) of a molecular structure, C28H57CaN10OPS.

```
99
Properties=species:S:1:pos:R:3:mulliken_charge:R:1
Ca -0.237 0.265 -0.305 2.13
C -3.690 1.463 2.478 -1.13
N -2.257 1.222 2.531 0.29
C -1.446 2.341 2.105 -1.35
C -1.714 -0.026 2.606 0.27
N -0.550 -0.244 2.037 1.19
C 0.251 -1.300 2.540 -1.47
C 0.403 -1.522 3.907 -0.29
C 1.111 -2.616 4.378 -0.92
C 1.667 -3.511 3.476 -0.71
C 1.580 -3.261 2.115 -0.72
C 0.930 -2.127 1.632 -0.64
N 0.834 -1.792 0.262 0.38
C 1.769 -2.111 -0.606 0.63
N 1.403 -2.164 -1.922 0.38
C 2.297 -1.820 -3.017 -1.21
C 0.039 -2.474 -2.312 -1.24
N 3.085 -2.322 -0.330 0.60
C 3.863 -3.356 -1.000 -1.31
C 3.743 -1.709 0.809 -1.25
N -2.468 -0.971 3.244 0.56
C -2.356 -2.383 2.916 -1.17
C -3.117 -0.696 4.520 -1.26
H -3.948 1.932 1.523 0.40
H -4.007 2.131 3.280 0.32
H -4.237 0.529 2.568 0.32
H -1.800 3.253 2.587 0.47
H -1.528 2.506 1.019 0.31
H -0.405 2.177 2.370 0.27
H -0.058 -0.832 4.605 0.54
H 1.212 -2.778 5.443 0.45
H 2.182 -4.394 3.828 0.47
H 2.024 -3.957 1.413 0.58
H 3.205 -1.363 -2.633 0.31
H 1.800 -1.100 -3.670 0.40
H 2.563 -2.695 -3.614 0.33
H -0.489 -2.928 -1.477 0.25
H 0.054 -3.173 -3.150 0.52
H -0.504 -1.579 -2.641 0.34
H 3.237 -3.917 -1.688 0.41
H 4.253 -4.048 -0.251 0.38
H 4.708 -2.933 -1.546 0.38
H 3.133 -0.900 1.205 0.16
H 4.705 -1.307 0.482 0.37
H 3.923 -2.427 1.612 0.55
H -1.943 -2.504 1.916 0.29
H -3.356 -2.822 2.942 0.40
H -1.722 -2.925 3.620 0.36
H -3.015 0.354 4.781 0.38
H -2.645 -1.294 5.304 0.39
H -4.178 -0.953 4.487 0.36
C -5.532 -1.129 -2.923 -1.36
C -4.096 -0.806 -2.539 -0.20
S -3.943 0.013 -0.944 -0.02
O -2.441 0.074 -0.716 -1.31
C -4.538 -1.290 0.158 0.90
C -5.989 -1.080 0.572 -1.34
H -5.557 -1.468 -3.957 0.40
H -6.177 -0.253 -2.846 0.35
H -5.947 -1.926 -2.308 0.31
H -3.641 -0.102 -3.238 0.45
H -3.463 -1.694 -2.483 0.23
H -3.868 -1.203 1.015 -0.99
H -4.360 -2.256 -0.317 0.59
H -6.122 -0.114 1.058 0.30
H -6.279 -1.858 1.277 0.42
H -6.673 -1.129 -0.272 0.39
N -0.149 3.491 -5.197 -0.33
C 0.904 2.695 -5.430 0.58
N 1.627 2.886 -6.533 -0.37
N 1.283 1.715 -4.618 -0.62
C 0.620 1.466 -3.534 0.49
N 0.102 1.222 -2.520 -0.64
H -0.408 4.229 -5.828 0.20
H -0.696 3.369 -4.362 0.16
H 1.421 3.610 -7.198 0.19
H 2.410 2.278 -6.700 0.24
C 4.861 2.179 -1.398 -1.67
C 3.578 1.357 -1.302 0.29
P 2.322 1.926 -0.080 1.43
C 3.305 2.079 1.471 -1.07
C 2.457 2.063 2.742 -1.08
C 2.064 3.670 -0.612 -0.71
C 0.883 4.355 0.070 -1.10
H 5.541 1.742 -2.129 0.45
H 5.388 2.217 -0.444 0.32
H 4.661 3.204 -1.711 0.35
H 3.811 0.320 -1.045 -0.32
H 3.073 1.324 -2.272 0.01
H 3.916 2.983 1.421 0.60
H 4.003 1.238 1.484 0.46
H 1.790 2.925 2.790 0.29
H 3.092 2.098 3.627 0.47
H 1.849 1.157 2.799 0.03
H 1.906 3.641 -1.694 0.37
H 2.983 4.234 -0.441 0.59
H -0.055 3.846 -0.164 0.14
H 0.789 5.389 -0.262 0.43
H 0.996 4.372 1.155 0.27
```

Values from the calculation:
* total charge: +2
* HOMO energy: -12.16 eV
* E_tot: -3140.77499 a.u.

The following is a DFT calculation (ωB97M-V/def2-TZVPD) of 5 unconnected molecules or ions with the total composition C28H57FN4O14P in a non-equilibrium geometry.

```
105
Properties=species:S:1:pos:R:3:mulliken_charge:R:1
C -5.552 0.634 1.914 -0.82
C -4.455 1.148 1.443 -0.34
C -3.248 0.324 1.016 -0.28
N -3.560 -0.734 0.048 0.64
C -3.983 -2.031 0.636 -1.09
C -2.766 -2.990 0.708 -0.28
C -2.586 -3.656 2.068 -1.30
C -1.702 -2.817 3.013 -0.12
C -0.820 -3.664 3.921 -0.98
O 0.541 -3.569 3.550 -0.15
C 1.370 -4.128 4.558 -0.39
C 1.821 -5.554 4.172 -1.18
C -3.482 -0.584 -1.217 -1.04
N -3.066 0.610 -1.797 0.15
C -1.598 0.832 -1.721 -0.45
C -0.952 1.101 -3.048 -0.80
N -1.485 1.804 -3.930 -0.34
N -3.816 -1.610 -2.093 0.77
C -2.605 -2.268 -2.674 -0.20
C -2.917 -3.186 -3.863 -0.87
C -4.094 -4.135 -3.643 -0.50
F -4.850 -4.143 -4.801 -0.33
P -4.825 -0.872 -3.304 0.49
O -5.748 0.075 -2.683 -0.67
H -6.170 1.242 2.549 0.33
H -5.867 -0.374 1.717 0.30
H -4.386 2.219 1.338 0.42
H -2.856 -0.176 1.892 0.19
H -2.472 0.994 0.676 0.37
H -4.800 -2.463 0.079 0.24
H -4.306 -1.843 1.649 0.84
H -2.917 -3.763 -0.037 0.33
H -1.867 -2.419 0.501 -0.01
H -3.524 -3.948 2.535 0.37
H -2.036 -4.579 1.904 0.62
H -1.026 -2.246 2.375 0.23
H -2.318 -2.110 3.565 0.31
H -0.934 -3.285 4.935 0.43
H -1.140 -4.706 3.863 0.32
H 2.251 -3.514 4.698 0.35
H 0.882 -4.185 5.529 0.41
H 2.902 -5.619 4.225 0.34
H 1.506 -5.727 3.149 0.28
H 1.431 -6.309 4.844 0.32
H -3.608 1.408 -1.487 0.35
H -1.420 1.674 -1.055 0.55
H -1.122 -0.041 -1.280 0.32
H 0.042 0.679 -3.193 0.59
H -0.838 1.852 -4.716 0.27
H -1.923 -1.500 -3.043 -0.07
H -2.055 -2.824 -1.926 0.35
H -2.036 -3.804 -3.992 0.49
H -3.025 -2.600 -4.768 0.41
H -4.755 -3.817 -2.842 0.33
H -3.768 -5.152 -3.454 0.35
H -3.954 -0.312 -4.263 0.03
H -5.544 -1.895 -3.946 0.12
C 2.187 -2.250 -0.271 -0.45
O 2.326 -0.885 -0.677 -0.19
C 3.496 -0.609 -1.273 0.70
O 4.380 -1.395 -1.477 -0.53
O 3.497 0.685 -1.591 -0.32
C 4.699 1.135 -2.230 -0.64
H 1.209 -2.343 0.197 -0.09
H 2.235 -2.915 -1.132 0.37
H 2.950 -2.516 0.457 0.33
H 4.855 0.613 -3.172 0.31
H 5.556 1.000 -1.573 0.30
H 4.577 2.195 -2.432 0.23
C 4.763 1.101 7.591 -0.63
O 3.762 1.453 6.631 -0.32
C 2.780 0.564 6.506 0.79
O 2.675 -0.472 7.112 -0.55
O 1.923 1.017 5.582 -0.34
C 0.815 0.154 5.347 -0.45
H 5.494 1.904 7.592 0.22
H 4.328 1.015 8.585 0.30
H 5.254 0.171 7.310 0.30
H 0.222 0.034 6.254 0.34
H 1.153 -0.816 4.981 0.11
H 0.194 0.619 4.585 0.21
C -2.799 7.365 -8.593 -0.62
O -2.302 7.034 -7.293 -0.32
C -2.727 5.862 -6.823 0.76
O -3.464 5.095 -7.388 -0.54
O -2.191 5.680 -5.612 -0.31
C -2.566 4.453 -4.985 -0.55
H -2.380 8.333 -8.852 0.22
H -2.476 6.629 -9.326 0.29
H -3.884 7.438 -8.582 0.30
H -2.239 3.605 -5.579 0.26
H -3.644 4.414 -4.832 0.30
H -2.073 4.420 -4.019 0.21
C 9.887 3.415 0.245 -0.64
O 8.466 3.363 0.083 -0.30
C 7.788 3.230 1.224 0.77
O 8.262 3.153 2.327 -0.54
O 6.484 3.196 0.929 -0.26
C 5.630 3.056 2.065 -0.70
H 10.313 3.523 -0.748 0.22
H 10.173 4.272 0.851 0.30
H 10.256 2.494 0.693 0.30
H 5.748 3.899 2.743 0.32
H 5.831 2.121 2.585 0.33
H 4.609 3.042 1.692 0.21
```

Values from the calculation:
* total charge: +1
* HOMO energy: -12.10 eV
* E_tot: -2814.37968 a.u.

The following is a DFT calculation (ωB97M-V/def2-TZVPD) of a molecular structure, C28H57N10O7S2SiV in a non-equilibrium geometry.

```
106
Properties=species:S:1:pos:R:3:mulliken_charge:R:1
V 1.203 0.940 -0.037 1.46
N 1.659 1.309 -2.208 -0.02
C 2.648 2.267 -2.746 -1.00
C 4.083 1.968 -2.304 -1.20
N 4.273 1.621 -0.905 1.18
C 4.545 2.719 -0.006 -1.07
C 3.357 3.654 0.108 -1.06
N 2.088 2.960 0.401 0.06
C 5.058 0.430 -0.694 -1.28
C 4.205 -0.819 -0.850 -0.73
N 3.003 -0.728 -0.020 -0.25
H 1.817 0.372 -2.569 0.26
H 0.747 1.580 -2.569 0.25
H 2.312 3.256 -2.454 0.23
H 2.641 2.250 -3.836 0.62
H 4.705 2.834 -2.576 0.31
H 4.453 1.128 -2.901 0.43
H 5.436 3.299 -0.304 0.31
H 4.743 2.297 0.982 0.48
H 3.237 4.209 -0.821 0.32
H 3.585 4.393 0.877 0.49
H 1.357 3.384 -0.186 -0.10
H 1.790 3.107 1.364 0.34
H 5.450 0.449 0.327 0.40
H 5.926 0.373 -1.367 0.30
H 4.814 -1.693 -0.614 0.59
H 3.887 -0.930 -1.892 0.31
H 3.229 -0.806 0.965 0.19
H 2.325 -1.453 -0.253 -0.36
C -2.396 8.588 1.733 -1.41
C -2.151 7.109 1.568 1.15
C -1.128 6.650 0.744 -1.22
C -0.851 5.298 0.612 -0.03
C -1.619 4.372 1.306 0.09
C -2.665 4.807 2.119 -1.10
C -2.921 6.168 2.242 -0.81
S -1.157 2.647 1.432 1.51
O -0.126 2.669 2.470 -0.82
O -2.397 1.988 1.804 -0.83
N -0.533 2.074 0.100 0.61
C -1.327 2.323 -1.135 -0.84
C -0.649 3.263 -2.150 0.20
O -1.218 3.316 -3.253 -0.83
O 0.430 3.843 -1.794 -0.70
H -1.577 9.063 2.281 0.29
H -3.318 8.777 2.286 0.34
H -2.472 9.090 0.765 0.33
H -0.538 7.366 0.177 0.37
H -0.092 4.956 -0.080 0.46
H -3.269 4.074 2.639 0.48
H -3.740 6.502 2.873 0.28
H -2.329 2.705 -0.931 0.66
H -1.475 1.379 -1.658 -0.12
N 2.175 0.062 5.010 -0.97
N 1.479 -0.003 3.809 0.97
N 0.258 -0.466 3.746 -0.81
C -0.006 -0.316 2.458 -0.63
N 1.048 0.243 1.807 1.49
N 2.002 0.397 2.700 -0.75
H 2.507 -0.870 5.218 0.25
H 2.959 0.681 4.848 0.31
H -0.932 -0.586 1.974 0.57
C -3.578 -1.376 -1.529 -1.13
C -3.087 -2.602 -2.294 2.02
C -4.238 -3.567 -2.527 -1.91
C -2.471 -2.195 -3.624 -1.68
O -2.097 -3.335 -1.544 0.66
Si -0.954 -2.811 -0.467 -2.11
S 0.090 -1.199 -1.196 -0.29
O -0.055 -4.173 -0.148 -0.21
C 0.593 -5.149 -0.962 1.62
C -0.444 -6.123 -1.515 -1.51
C 1.362 -4.495 -2.103 -1.23
C 1.550 -5.878 -0.034 -1.79
O -1.629 -2.451 0.998 1.27
C -2.229 -3.263 2.021 1.62
C -3.234 -2.367 2.721 -1.69
C -1.127 -3.688 2.983 -1.43
C -2.932 -4.489 1.448 -1.35
H -4.402 -0.907 -2.073 0.60
H -2.782 -0.638 -1.403 -0.01
H -3.936 -1.662 -0.534 0.01
H -4.948 -3.146 -3.245 0.41
H -4.771 -3.772 -1.595 0.38
H -3.854 -4.513 -2.922 0.30
H -3.184 -1.616 -4.219 0.47
H -2.179 -3.087 -4.190 0.34
H -1.584 -1.585 -3.446 0.21
H -1.205 -5.586 -2.087 0.09
H -0.943 -6.648 -0.694 0.34
H 0.037 -6.864 -2.162 0.50
H 0.697 -3.919 -2.755 0.21
H 1.857 -5.270 -2.698 0.52
H 2.119 -3.806 -1.715 0.15
H 0.995 -6.336 0.790 0.34
H 2.271 -5.172 0.386 0.34
H 2.094 -6.662 -0.571 0.40
H -2.751 -1.451 3.071 0.30
H -3.673 -2.882 3.581 0.40
H -4.035 -2.085 2.033 0.36
H -0.681 -2.813 3.467 0.32
H -0.348 -4.223 2.434 0.03
H -1.533 -4.347 3.759 0.47
H -3.668 -4.196 0.697 0.13
H -3.444 -5.021 2.255 0.56
H -2.217 -5.168 0.974 0.07
```

Values from the calculation:
* multiplicity: 4
* total charge: -1
* HOMO energy (spin up / spin down): -3.96 / -5.05 eV
* E_tot: -4205.55311 a.u.

The following is a DFT calculation (ωB97M-V/def2-TZVPD) of 4 unconnected molecules or ions with the total composition C28H58BrN4O7PS2 in a non-equilibrium geometry.

```
101
Properties=species:S:1:pos:R:3:mulliken_charge:R:1
C 4.729 -2.402 -3.197 -0.45
C 3.717 -3.562 -3.718 -0.70
C 2.746 -3.064 -4.904 -0.38
C 1.337 -2.666 -4.212 -0.83
N 0.714 -1.427 -4.778 0.04
C -0.628 -1.239 -4.148 0.68
C -1.795 -0.816 -5.180 -0.76
C -3.080 -1.814 -5.068 -0.45
C -4.276 -0.982 -4.398 -0.64
C -5.646 -1.788 -4.444 0.30
C -6.265 -2.634 -3.482 0.19
P -5.527 -3.059 -1.784 0.24
O -5.869 -4.687 -1.389 -0.49
Br -6.704 -1.864 -0.208 -0.21
C -7.633 -3.124 -4.154 0.44
O -8.640 -3.548 -3.575 -0.50
O -7.392 -2.989 -5.573 -0.26
C -6.623 -1.769 -5.704 0.17
O -6.734 -0.920 -6.596 -0.50
C 1.576 -0.232 -4.498 -0.07
S 2.168 0.562 -5.869 -0.14
S 1.989 0.332 -2.773 -0.14
C 1.244 1.995 -2.440 -0.65
C -0.336 1.993 -2.165 -0.28
C -0.815 1.021 -0.987 -0.76
H 4.996 -2.545 -2.086 0.29
H 5.639 -2.403 -3.883 0.28
H 4.242 -1.368 -3.281 -0.23
H 4.368 -4.440 -4.054 0.38
H 3.094 -3.890 -2.820 0.31
H 3.180 -2.214 -5.529 0.24
H 2.612 -3.973 -5.606 0.32
H 0.666 -3.600 -4.308 0.36
H 1.499 -2.463 -3.084 0.38
H -0.914 -2.257 -3.682 0.49
H -0.657 -0.487 -3.290 -1.04
H -2.179 0.233 -4.882 0.29
H -1.423 -0.724 -6.265 0.39
H -2.867 -2.726 -4.417 0.29
H -3.293 -2.184 -6.129 0.38
H -4.397 0.042 -4.907 0.40
H -3.992 -0.742 -3.306 0.22
H -5.083 -4.996 -0.883 0.35
H 1.430 2.770 -3.276 0.38
H 1.775 2.411 -1.504 0.35
H -0.860 1.738 -3.148 0.11
H -0.607 3.066 -1.830 0.39
H -0.371 1.263 0.040 0.26
H -0.666 -0.091 -1.187 0.24
H -1.956 1.175 -0.876 0.18
C 6.577 0.491 -2.087 -0.11
O 7.521 -0.475 -2.521 -0.29
C 8.850 0.021 -2.653 -0.75
C 9.646 0.064 -1.332 0.33
C 9.257 1.228 -0.425 -1.37
N 9.515 -1.191 -0.581 -0.74
H 6.797 1.489 -2.476 0.31
H 6.531 0.507 -0.996 0.21
H 5.593 0.188 -2.452 -0.22
H 9.357 -0.679 -3.327 0.33
H 8.854 0.995 -3.158 0.39
H 10.702 0.198 -1.592 0.43
H 8.303 1.066 0.080 0.27
H 10.009 1.367 0.356 0.35
H 9.191 2.162 -0.991 0.34
H 9.865 -1.954 -1.157 0.27
H 8.517 -1.391 -0.497 0.32
C -1.443 0.316 3.486 -0.71
O -2.340 0.654 2.441 -0.26
C -3.478 1.402 2.860 -0.71
C -3.224 2.917 3.001 0.42
C -2.460 3.291 4.267 -1.28
N -2.512 3.456 1.835 -0.75
H -1.962 0.120 4.429 0.23
H -0.701 1.108 3.616 0.26
H -0.908 -0.589 3.191 0.32
H -4.227 1.259 2.074 0.35
H -3.906 0.978 3.777 0.35
H -4.203 3.407 3.060 0.44
H -1.396 3.054 4.201 0.18
H -2.533 4.366 4.451 0.43
H -2.871 2.777 5.140 0.14
H -3.074 3.287 1.002 0.30
H -1.686 2.875 1.690 0.29
C -1.377 1.305 7.494 -0.73
O -2.260 2.410 7.590 -0.38
C -3.583 2.072 8.000 -0.62
C -3.756 1.924 9.526 0.26
C -3.206 0.613 10.077 -1.38
N -3.141 3.043 10.250 -0.75
H -1.885 0.398 7.155 0.32
H -0.885 1.131 8.453 0.28
H -0.600 1.558 6.768 0.28
H -4.212 2.905 7.669 0.33
H -3.940 1.183 7.465 0.40
H -4.832 1.934 9.733 0.42
H -2.116 0.607 10.136 0.27
H -3.579 0.442 11.091 0.35
H -3.520 -0.235 9.461 0.34
H -3.580 3.910 9.946 0.28
H -2.181 3.129 9.915 0.33
```

Values from the calculation:
* HOMO energy: -8.74 eV
* E_tot: -5558.89310 a.u.